[1]
# C3H9O2S2

2 unconnected molecules or ions with the total composition C3H9O2S2 in a non-equilibrium geometry (ωB97M-V with the def2-TZVPD basis set, the Open Molecules 2025 dataset).

Lowest unoccupied orbital energy in Eh: 0.1260
Frontier orbital gap in eV: 5.59
Relative energy (zero: lowest compared OMol25 entry of this formula, charge and spin) in kcal/mol: 36.4
Charge: -1
2S+1: 1

Cartesian coordinates (Å):
H  -4.05  -3.88  -0.03
S  1.09  -1.05  -1.44
H  1.03  1.34  1.48
H  1.32  3.59  0.59
H  0.52  1.90  -1.45
S  -0.80  -1.02  -2.12
H  2.34  -0.56  0.36
C  0.81  1.10  0.39
H  0.76  -0.97  0.88
O  0.75  3.32  -0.01
C  1.21  2.06  -0.57
C  1.27  -0.35  0.21
H  -0.24  0.93  0.51
H  2.38  2.27  -0.68
O  -4.38  -4.52  0.54
H  -4.01  -4.18  1.35

=====

[2]
# C3H9O3

A molecular structure, C3H9O3 in a non-equilibrium geometry (ωB97M-V with the def2-TZVPD basis set, the Open Molecules 2025 dataset).

Lowest unoccupied orbital energy in Eh: 0.1291
Frontier orbital gap in eV: 6.68
Relative energy (zero: lowest compared OMol25 entry of this formula, charge and spin) in kcal/mol: 105.4
Charge: -1
2S+1: 1

Cartesian coordinates (Å):
H  3.20  1.49  0.50
H  -2.05  0.47  -0.78
C  0.50  -0.41  0.07
O  3.66  1.24  -0.30
C  -0.90  -0.30  0.77
H  -1.00  0.63  1.38
O  1.38  0.45  -0.87
H  0.51  -1.38  -0.47
O  -3.34  -0.71  0.51
C  -2.21  -0.49  -0.10
H  2.65  0.75  -0.76
H  -2.02  -1.35  -0.90
H  1.23  -0.59  0.85
H  0.29  0.84  -0.71
H  -1.06  -1.11  1.49

=====

[3]
# C3H9O3

2 unconnected molecules or ions with the total composition C3H9O3 in a non-equilibrium geometry (ωB97M-V with the def2-TZVPD basis set, the Open Molecules 2025 dataset).

Lowest unoccupied orbital energy in Eh: 0.1058
Frontier orbital gap in eV: 5.08
Relative energy (zero: lowest compared OMol25 entry of this formula, charge and spin) in kcal/mol: 36.4
Charge: -1
2S+1: 1

Cartesian coordinates (Å):
H  1.89  -1.93  -1.84
H  0.10  -2.41  1.89
O  2.48  -1.54  -1.19
O  -2.80  6.29  -1.47
C  -0.43  -1.54  1.41
H  -0.20  -0.80  2.21
H  0.21  -0.29  -0.39
H  -2.72  5.74  -0.69
H  2.53  -0.67  0.45
O  -1.77  -1.61  1.24
H  2.03  -2.38  0.76
H  -3.41  5.80  -2.05
C  1.88  -1.50  0.12
H  -0.16  -1.93  -0.56
C  0.39  -1.23  0.13

=====

[4]
# C3H9O3P

A molecular structure, C3H9O3P in a non-equilibrium geometry (ωB97M-V with the def2-TZVPD basis set, the Open Molecules 2025 dataset).

Lowest unoccupied orbital energy in Eh: 0.0222
Frontier orbital gap in eV: 10.27
Relative energy (zero: lowest compared OMol25 entry of this formula, charge and spin) in kcal/mol: 79.6
2S+1: 1

Cartesian coordinates (Å):
O  1.35  0.97  -0.87
H  -0.22  2.73  0.76
C  0.80  -1.60  0.38
H  1.35  -1.43  -0.53
H  -2.09  1.53  0.42
H  0.03  -2.12  -0.08
H  0.87  0.27  1.66
C  0.17  0.68  -0.32
O  -0.92  -0.13  -1.55
C  0.16  -0.28  0.89
H  1.33  -2.06  1.12
P  -0.98  2.17  -0.30
O  -1.12  -0.56  1.34
H  -0.82  0.44  -2.41
H  -1.65  -0.76  0.51
H  1.75  0.16  -1.01

=====

[5]
# C3H9OP

A single C3H9OP molecule in a non-equilibrium geometry (ωB97M-V with the def2-TZVPD basis set, the Open Molecules 2025 dataset).

Lowest unoccupied orbital energy in Eh: 0.0271
Frontier orbital gap in eV: 10.12
Relative energy (zero: lowest compared OMol25 entry of this formula, charge and spin) in kcal/mol: 3.7
2S+1: 1
SMILES: CP(C)(C)=O

Cartesian coordinates (Å):
H  -0.55  -1.99  -0.54
C  -0.79  0.16  1.51
C  0.44  -1.50  -0.51
H  0.65  2.18  -1.26
P  0.53  0.15  0.18
H  -0.19  0.69  -1.99
O  2.00  0.34  0.78
H  0.93  -1.35  -1.53
H  -0.89  1.79  -0.74
H  1.17  -2.15  0.02
H  -0.85  1.18  1.88
C  -0.05  1.38  -1.10
H  -0.63  -0.68  2.24
H  -1.76  -0.21  1.06

=====

[6]
# C3H9OP

2 unconnected molecules or ions with the total composition C3H9OP in a non-equilibrium geometry (ωB97M-V with the def2-TZVPD basis set, the Open Molecules 2025 dataset).

Lowest unoccupied orbital energy in Eh: 0.0073
Frontier orbital gap in eV: 9.20
Relative energy (zero: lowest compared OMol25 entry of this formula, charge and spin) in kcal/mol: 99.8
2S+1: 1

Cartesian coordinates (Å):
H  0.40  1.85  -0.98
C  -0.66  -1.02  1.08
H  -1.73  -0.94  1.46
H  -0.29  2.13  0.86
H  -1.47  1.63  -0.33
H  2.07  0.42  -1.25
H  2.39  0.11  0.38
C  -0.36  1.52  -0.09
O  -0.41  -0.57  -1.70
H  -0.01  -1.21  1.96
C  -0.05  0.09  0.23
H  -0.68  -1.92  0.46
H  -0.75  -1.47  -1.67
P  1.54  -0.62  -0.40

=====

[7]
# C3H9OP

2 unconnected molecules or ions with the total composition C3H9OP in a non-equilibrium geometry (ωB97M-V with the def2-TZVPD basis set, the Open Molecules 2025 dataset).

Lowest unoccupied orbital energy (alpha / beta) in Eh: 0.0172 / 0.0255
Frontier orbital gap (alpha / beta) in eV: 8.14 / 8.14
Relative energy (zero: lowest compared OMol25 entry of this formula, charge and spin) in kcal/mol: 127.6
2S+1: 1

Cartesian coordinates (Å):
C  1.26  0.70  -1.32
H  -0.37  -2.52  -0.29
H  2.17  0.58  -0.72
H  0.42  1.85  0.32
H  -2.35  -1.63  -0.73
H  -1.74  -0.23  1.79
H  -0.84  0.77  -0.53
H  1.08  -0.32  -1.87
P  -1.49  -2.21  0.42
O  0.20  -0.97  2.13
H  1.47  1.31  -2.23
H  -0.02  -0.54  3.00
C  0.20  1.15  -0.42
C  -0.91  -0.72  1.24

=====

[8]
# C3H9OPS

A single C3H9OPS molecule in a non-equilibrium geometry (ωB97M-V with the def2-TZVPD basis set, the Open Molecules 2025 dataset).

Lowest unoccupied orbital energy in Eh: 0.0279
Frontier orbital gap in eV: 9.76
Relative energy (zero: lowest compared OMol25 entry of this formula, charge and spin) in kcal/mol: 23.3
2S+1: 1
SMILES: CC[P@@](C)(O)=S

Cartesian coordinates (Å):
C  1.64  0.46  1.02
H  1.36  -2.46  -1.24
H  2.33  0.97  0.51
H  -1.48  -1.09  -0.62
H  -1.48  1.29  -1.09
H  -1.87  1.65  0.69
H  0.90  0.99  1.59
H  2.04  -0.33  1.59
H  -1.09  -0.65  1.04
H  -2.88  0.51  -0.31
P  0.81  -0.27  -0.45
S  1.26  0.37  -2.21
C  -1.79  0.91  -0.17
C  -1.01  -0.38  -0.02
O  1.25  -1.98  -0.31

=====

[9]
# C3H9OS

2 unconnected molecules or ions with the total composition C3H9OS (ωB97M-V with the def2-TZVPD basis set, the Open Molecules 2025 dataset).

Lowest unoccupied orbital energy in Eh: 0.1524
Frontier orbital gap in eV: 6.78
Relative energy (zero: lowest compared OMol25 entry of this formula, charge and spin) in kcal/mol: 4.5
Charge: -1
2S+1: 1

Cartesian coordinates (Å):
S  0.82  0.18  1.10
H  1.00  -0.03  3.44
H  -1.32  -0.90  -0.57
C  -0.53  -0.57  -1.25
H  -0.51  -1.17  -2.16
H  -1.68  0.95  -2.30
C  -0.79  0.88  -1.67
H  -0.87  1.53  -0.81
H  -0.20  0.59  4.06
H  0.97  -1.77  -0.30
H  1.62  -0.40  -1.12
O  0.65  0.21  4.32
H  0.06  1.23  -2.26
C  0.79  -0.72  -0.48

=====

[10]
# C3H9OS

2 unconnected molecules or ions with the total composition C3H9OS in a non-equilibrium geometry (ωB97M-V with the def2-TZVPD basis set, the Open Molecules 2025 dataset).

Lowest unoccupied orbital energy in Eh: 0.1532
Frontier orbital gap in eV: 6.78
Relative energy (zero: lowest compared OMol25 entry of this formula, charge and spin) in kcal/mol: 11.3
Charge: -1
2S+1: 1

Cartesian coordinates (Å):
H  -1.87  -0.27  0.62
C  -1.22  0.35  1.24
C  -0.50  -0.43  2.36
H  0.19  1.90  0.86
C  -0.29  1.11  0.26
H  -1.22  -0.37  3.18
H  0.73  -1.14  -3.45
O  -0.12  -1.02  -3.06
H  -0.10  -1.41  2.16
S  1.15  0.09  -0.26
H  0.35  0.13  2.76
H  0.02  -0.82  -2.11
H  -0.90  1.55  -0.53
H  -1.88  1.06  1.76

=====

no.,M (Da)
1,141.24
2,93.10
3,93.10
4,124.08
5,92.08
6,92.08
7,92.08
8,124.14
9,93.17
10,93.17